(1)
11
Properties=species:S:1:pos:R:3:forces:R:3:nbo_charge:R:1 method="wB97M-V/def2-TZVPD" lumo_ev=-1.5 homo_ev=-9.9 smiles="O=c1ccncnn1" de_lowest_ev=2.7873 total_charge=0 largest_force_ev_per_a=4.43
O -2.563 -0.071 0.543 -0.167 -0.427 0.282 -0.4761
C -1.470 -0.204 0.072 0.234 2.694 0.120 0.5749
C -0.634 1.006 -0.274 0.330 -0.139 0.298 -0.3000
C 0.679 1.202 -0.107 -0.423 -4.395 0.382 0.0176
N 1.581 0.201 0.339 -1.373 -0.131 -0.012 -0.4004
C 1.225 -1.035 0.348 1.691 -1.202 0.763 0.2026
N 0.183 -1.804 -0.263 -1.462 1.086 -0.040 -0.1283
N -1.020 -1.429 -0.401 2.192 -1.638 -0.419 -0.1236
H -1.135 1.871 -0.637 -0.947 0.353 -0.215 0.2349
H 1.170 2.048 -0.382 0.998 2.593 -0.568 0.2056
H 1.985 -1.786 0.762 -1.073 1.206 -0.591 0.1929



(2)
12
Properties=species:S:1:pos:R:3:forces:R:3:nbo_charge:R:1 method="wB97M-V/def2-TZVPD" lumo_ev=-0.2 homo_ev=-9.7 smiles=N#CC#[N+][O-].CC#[N+][O-] de_lowest_ev=5.9449 total_charge=0 largest_force_ev_per_a=2.78
N -2.633 0.874 -0.760 -0.676 -0.481 -0.471 -0.2275
C -1.880 1.020 0.091 0.245 0.714 -0.141 0.1825
C -0.895 1.400 0.947 0.662 0.498 1.244 0.0447
N -0.142 1.668 1.796 -1.103 -1.594 -1.650 0.3020
O 0.710 1.727 2.593 0.868 0.838 1.079 -0.3028
C 0.837 -0.588 -1.576 1.681 1.740 1.364 -0.6940
C 0.682 -1.337 -0.349 -0.747 0.476 2.591 0.1992
N 0.470 -1.540 0.781 0.051 -1.022 -0.602 0.1719
O 0.247 -1.989 1.896 0.153 0.639 -0.525 -0.4351
H 0.353 0.443 -1.529 0.828 -1.246 0.142 0.2447
H 1.987 -0.524 -1.646 -1.942 0.065 -1.035 0.2608
H 0.266 -1.154 -2.245 -0.020 -0.625 -1.997 0.2536



(3)
15
Properties=species:S:1:pos:R:3:forces:R:3:nbo_charge:R:1 method="wB97M-V/def2-TZVPD" lumo_ev=5.7 homo_ev=0.9 de_lowest_ev=1.4390 total_charge=-2 largest_force_ev_per_a=3.78
C 0.340 -1.187 0.199 -2.419 -0.343 -1.745 0.2644
C -1.579 -0.406 -0.003 -2.868 0.094 -0.551 0.5123
C 1.776 -1.058 0.605 -1.113 -0.769 0.128 0.5573
C -2.860 0.455 0.013 1.505 -2.155 -0.133 -0.6760
N -0.704 -0.522 0.898 0.531 -0.429 0.261 -0.5006
N -0.048 -1.540 -1.029 1.080 -0.614 1.014 -0.2622
N 1.725 0.208 0.442 2.559 2.672 -0.795 -0.8143
O 2.829 2.528 0.621 -0.441 0.903 0.507 -1.0840
O 2.487 -2.020 0.904 1.232 -0.428 0.225 -0.7576
O 3.350 1.285 -1.404 -0.436 -0.344 0.413 -1.0761
O -1.346 -0.980 -1.181 0.287 0.170 0.379 -0.3725
S 3.234 1.215 0.092 0.386 -1.133 -0.115 1.5512
H -3.500 0.279 -0.836 -0.512 -0.832 0.008 0.2048
H -3.329 0.428 0.983 -0.134 0.468 0.087 0.2152
H -2.374 1.313 -0.305 0.343 2.740 0.316 0.2382



(4)
15
Properties=species:S:1:pos:R:3:forces:R:3:nbo_charge:R:1 method="wB97M-V/def2-TZVPD" lumo_ev="2.9 / 2.9" homo_ev="-5.0 / -5.0" de_lowest_ev=1.6129 total_charge=-1 largest_force_ev_per_a=3.81
C 0.480 -2.141 0.378 0.277 2.259 -0.448 -0.0371
C 0.084 -0.218 1.501 -0.088 -2.978 1.238 0.1519
C 0.464 -1.325 -0.732 -0.490 3.176 1.704 0.1384
C -1.289 2.475 0.658 1.266 -0.666 0.200 0.9212
N 0.314 -1.634 1.574 -1.008 2.914 0.538 -0.4688
N 0.348 0.363 0.378 0.468 -3.598 -1.166 -0.1090
N -0.034 1.516 0.018 -1.508 1.641 0.358 -0.5020
N 0.579 -1.226 -2.073 0.193 0.591 -0.605 0.4200
O -1.804 2.050 1.649 -0.407 -1.617 1.076 -0.7039
O -1.308 3.478 0.030 0.025 1.977 -1.900 -0.6872
O 0.102 -2.190 -2.679 -0.080 -0.822 -0.376 -0.4621
O 1.057 -0.240 -2.690 -0.330 -0.550 1.385 -0.4755
H 0.892 -3.077 0.372 0.657 -2.628 -0.409 0.2004
H -0.365 0.305 2.371 0.679 -0.309 -0.815 0.2355
H 0.479 1.862 -0.755 0.347 0.612 -0.778 0.3784



(5)
14
Properties=species:S:1:pos:R:3:forces:R:3:nbo_charge:R:1 method="wB97M-V/def2-TZVPD" lumo_ev=-0.4 homo_ev=-9.6 de_lowest_ev=0.0000 total_charge=0 largest_force_ev_per_a=3.22
N -1.635 0.374 -1.903 -0.145 0.092 -0.249 -0.2358
C -1.498 0.976 -0.935 0.123 -0.237 -0.606 0.1853
C -1.342 1.884 0.149 -1.135 1.387 -0.383 -0.0841
N -0.530 1.935 1.111 -0.318 0.640 0.253 -0.0110
O 0.318 0.884 1.246 0.299 -0.092 0.093 -0.3206
C -0.043 -0.247 0.618 1.094 -3.019 0.191 0.3021
N -1.155 -0.917 0.739 0.277 0.892 0.725 -0.0996
O -0.943 -2.106 0.180 -0.561 0.038 -0.087 -0.1133
N 0.329 -2.244 -0.259 1.311 0.218 -0.358 -0.1520
C 0.940 -1.117 -0.002 -1.653 0.063 0.487 0.2644
N 2.242 -0.830 -0.183 0.490 -0.040 -0.103 -0.7974
H -2.010 2.737 0.070 0.120 0.062 0.183 0.2445
H 2.533 0.128 -0.096 0.028 -0.081 -0.087 0.4067
H 2.795 -1.457 -0.736 0.069 0.077 -0.058 0.4108



(6)
9
Properties=species:S:1:pos:R:3:forces:R:3:nbo_charge:R:1 method="wB97M-V/def2-TZVPD" lumo_ev=-0.2 homo_ev=-9.5 de_lowest_ev=3.3220 total_charge=0 largest_force_ev_per_a=0.41
C -0.724 0.669 -0.194 -0.239 -0.092 0.099 -0.3155
C 1.781 -0.143 -0.228 -0.029 -0.025 0.019 -0.5132
N -0.836 -0.289 1.202 0.072 0.096 -0.389 -0.3443
C -1.675 -0.514 0.237 -0.015 -0.006 0.041 0.6289
C 0.550 0.251 -0.178 0.040 -0.099 0.115 0.3255
O -2.663 -1.047 -0.179 0.268 0.145 0.068 -0.5522
H -1.040 1.704 -0.149 0.060 -0.071 0.024 0.2454
H 2.307 -0.153 -1.176 -0.087 0.011 0.037 0.2623
H 2.299 -0.477 0.663 -0.069 0.042 -0.013 0.2632



(7)
9
Properties=species:S:1:pos:R:3:forces:R:3:nbo_charge:R:1 method="wB97M-V/def2-TZVPD" lumo_ev=0.5 homo_ev=-9.2 de_lowest_ev=2.0159 total_charge=0 largest_force_ev_per_a=6.12
C -0.042 -0.323 0.260 1.901 0.623 -0.341 -0.4244
C 0.769 0.940 0.050 -3.399 -1.672 1.896 -0.5268
C -1.270 -0.727 0.270 -0.202 0.567 0.169 0.4142
C 1.788 1.045 -0.696 2.903 1.828 -5.066 0.7035
N -2.388 -1.157 0.497 -1.544 -1.138 -2.725 -0.6043
O 2.525 1.348 -1.581 -0.943 -1.113 2.369 -0.4539
H 0.665 -0.992 0.676 0.102 -1.486 0.293 0.2484
H 0.770 1.489 0.942 0.166 1.382 0.972 0.2652
H -2.817 -1.624 -0.417 1.017 1.009 2.434 0.3781



(8)
9
Properties=species:S:1:pos:R:3:forces:R:3:nbo_charge:R:1 method="wB97M-V/def2-TZVPD" lumo_ev=0.0 homo_ev=-9.7 de_lowest_ev=4.8160 total_charge=0 largest_force_ev_per_a=2.66
C 0.100 -1.534 0.158 -1.389 0.203 0.079 0.1068
C -1.007 0.149 0.304 -1.180 -0.711 -0.928 0.3952
C 1.281 -1.053 -0.150 0.317 -1.547 -0.781 -0.6460
C 1.663 0.316 0.003 -0.326 2.645 0.038 0.4459
N -1.975 0.607 -0.188 0.339 0.470 0.097 -0.6531
O 2.707 0.923 -0.013 -1.233 -1.069 -0.012 -0.4931
H 1.846 -1.769 -0.750 0.394 -0.048 0.514 0.2939
H 0.551 0.735 0.139 2.057 1.126 0.170 0.0803
H -2.641 1.255 -0.650 1.022 -1.068 0.822 0.4702



(9)
9
Properties=species:S:1:pos:R:3:forces:R:3:nbo_charge:R:1 method="wB97M-V/def2-TZVPD" lumo_ev="0.1 / 0.3" homo_ev="-6.9 / -9.3" de_lowest_ev=8.5149 total_charge=0 largest_force_ev_per_a=2.86
C -0.653 -0.293 0.741 0.515 0.481 -0.144 -0.3697
C -1.141 0.937 0.282 -1.226 -0.776 0.342 0.0489
C 0.718 -0.257 0.636 -0.753 0.923 -0.477 0.0742
C 0.987 1.065 0.070 -0.966 -2.421 1.169 0.5134
N 1.991 0.274 0.403 2.290 0.433 -0.295 -0.3311
O -0.086 1.742 -0.134 0.392 1.287 -0.509 -0.3765
H -1.247 -1.102 1.113 -0.188 -0.144 0.090 0.2435
H -2.124 1.361 0.259 -0.072 0.224 -0.155 0.2063
H 3.310 -0.592 -1.482 0.006 -0.006 -0.020 -0.0090



(10)
9
Properties=species:S:1:pos:R:3:forces:R:3:nbo_charge:R:1 method="wB97M-V/def2-TZVPD" lumo_ev=0.5 homo_ev=-8.8 smiles="C#CC(O)=C=N" de_lowest_ev=2.8868 total_charge=0 largest_force_ev_per_a=1.49
C -1.430 -0.036 -1.828 0.312 -0.042 0.187 -0.1932
C -0.563 -0.077 -0.993 -0.241 -0.080 -0.551 -0.0668
C 0.444 -0.085 0.010 -0.223 -0.129 0.006 0.0071
O 1.694 0.465 -0.221 0.281 -0.240 -0.186 -0.6670
C 0.136 -0.401 1.249 0.028 0.065 0.008 0.3841
N -0.151 -0.368 2.445 0.280 0.318 -0.787 -0.5646
H -2.177 -0.014 -2.587 0.039 0.006 0.096 0.2368
H 2.326 -0.247 -0.366 0.069 0.041 -0.162 0.4841
H -0.285 0.655 2.442 -0.545 0.061 1.389 0.3794



(11)
10
Properties=species:S:1:pos:R:3:forces:R:3:nbo_charge:R:1 method="wB97M-V/def2-TZVPD" lumo_ev=0.7 homo_ev=-10.1 de_lowest_ev=4.8051 total_charge=0 largest_force_ev_per_a=2.26
C 0.267 1.469 -0.106 -1.078 0.887 -1.264 -0.0542
C -0.354 -0.092 0.846 -0.071 0.209 0.308 0.4452
C 0.120 -1.274 -0.749 0.113 -0.269 -1.609 0.1721
C 0.144 0.015 -0.467 -0.885 -0.164 1.253 -0.2856
H 1.333 1.621 -0.029 0.028 1.090 0.374 0.2197
H -0.364 2.212 -0.725 1.283 -1.036 1.240 0.2240
H 0.184 -1.874 -1.587 0.789 -0.714 -1.939 0.2035
N -0.642 -1.212 1.353 -0.189 -1.536 0.175 -0.1781
O -0.369 1.171 1.236 0.723 2.102 -0.430 -0.4562
O -0.319 -2.035 0.228 -0.713 -0.569 1.891 -0.2906



(12)
10
Properties=species:S:1:pos:R:3:forces:R:3:nbo_charge:R:1 method="wB97M-V/def2-TZVPD" lumo_ev=-0.5 homo_ev=-10.5 smiles="O=C1C=CC(=O)N1" de_lowest_ev=0.7563 total_charge=0 largest_force_ev_per_a=5.21
O 2.282 -0.865 0.026 -0.090 -0.941 -0.256 -0.5236
C 1.145 -0.493 -0.022 0.747 2.790 0.701 0.6587
C 0.770 1.007 0.056 -4.099 -0.435 -0.448 -0.2523
C -0.610 1.133 -0.075 3.234 -4.083 0.014 -0.2453
C -1.147 -0.394 -0.087 1.015 4.416 1.335 0.6687
O -2.231 -0.820 0.116 -1.923 -0.267 -0.573 -0.5367
N -0.043 -1.145 -0.005 0.366 -1.904 -0.831 -0.6612
H 1.475 1.777 0.282 0.433 0.204 -0.181 0.2357
H -1.330 1.881 -0.097 -0.676 1.583 0.111 0.2277
H -0.310 -2.081 -0.195 0.993 -1.363 0.128 0.4283



(13)
10
Properties=species:S:1:pos:R:3:forces:R:3:nbo_charge:R:1 method="wB97M-V/def2-TZVPD" lumo_ev=-2.1 homo_ev=-10.4 de_lowest_ev=6.8120 total_charge=0 largest_force_ev_per_a=3.92
C 0.971 -1.609 -0.022 1.484 -0.010 -0.261 -0.8626
C 2.250 -1.503 -0.052 -0.238 -0.090 0.006 0.4151
C 1.127 0.936 1.562 -0.257 0.666 -0.011 1.0142
C -0.293 -1.648 0.088 -1.043 -0.317 0.196 0.4047
N -1.296 0.407 -1.190 -0.309 -0.907 -1.904 -1.0590
O 1.298 1.626 0.684 0.837 1.925 -2.919 -0.5025
O 0.887 0.322 2.478 -0.562 -2.391 3.053 -0.5113
H -1.875 -0.101 -1.901 0.685 0.304 1.325 0.3694
H -1.592 0.205 -0.263 -0.700 -0.235 0.513 0.3695
H -1.477 1.365 -1.385 0.102 1.055 0.000 0.3625



(14)
10
Properties=species:S:1:pos:R:3:forces:R:3:nbo_charge:R:1 method="wB97M-V/def2-TZVPD" lumo_ev="-2.2 / -2.2" homo_ev="-10.8 / -10.8" de_lowest_ev=5.2890 total_charge=0 largest_force_ev_per_a=6.92
C -0.308 -0.981 -0.989 -0.899 0.515 0.978 -0.5274
C 0.108 -1.689 -1.924 0.424 -0.961 -1.445 0.1434
C -0.291 1.253 0.007 1.182 0.987 -3.377 0.7069
C -0.251 -0.211 0.088 3.043 -3.875 4.858 0.2628
N 0.335 -0.890 1.419 -2.227 1.831 -6.194 -0.7562
O 0.336 1.699 -1.146 -0.119 -1.584 0.011 -0.6666
O -0.826 2.030 0.696 -0.854 0.739 2.071 -0.4850
H 0.080 -1.880 1.448 0.089 0.745 0.424 0.4145
H 0.281 -0.256 2.163 -0.356 0.400 1.583 0.3967
H 0.537 0.926 -1.762 -0.285 1.203 1.090 0.5108



(15)
11
Properties=species:S:1:pos:R:3:forces:R:3:nbo_charge:R:1 method="wB97M-V/def2-TZVPD" lumo_ev=-0.5 homo_ev=-9.6 smiles="C=C1NC(=O)SC1=O" de_lowest_ev=0.5084 total_charge=0 largest_force_ev_per_a=2.81
C 0.606 1.486 0.880 -0.436 -0.410 -0.540 -0.3831
C 0.377 0.371 0.115 -0.928 2.640 0.294 0.0454
N 0.062 -0.885 0.561 -0.031 -1.198 -0.071 -0.6237
C -0.584 -1.771 -0.252 -0.235 -1.906 -0.380 0.5523
O -0.878 -2.904 0.113 0.165 2.036 -0.893 -0.5740
S -0.881 -1.050 -1.920 0.893 0.411 1.434 0.1841
C -0.030 0.492 -1.378 -0.436 1.002 -0.020 0.4168
O 0.048 1.494 -2.049 0.169 -1.524 0.898 -0.5027
H 0.501 2.501 0.437 0.524 -1.092 -0.003 0.2370
H 0.741 1.500 1.988 -0.125 -0.478 -1.118 0.2162
H 0.038 -1.234 1.505 0.439 0.518 0.399 0.4316



(16)
9
Properties=species:S:1:pos:R:3:forces:R:3:nbo_charge:R:1 method="wB97M-V/def2-TZVPD" lumo_ev=-0.7 homo_ev=-8.9 smiles="N#CCC=C=S" de_lowest_ev=0.7584 total_charge=0 largest_force_ev_per_a=3.96
N 2.005 0.436 -1.531 1.278 0.453 -1.857 -0.2997
C 1.540 0.073 -0.565 0.189 -0.079 -0.178 0.2689
C 0.748 -0.172 0.569 -1.360 -3.590 0.985 -0.5123
C -0.668 0.254 0.210 -0.598 0.332 0.128 -0.3950
C -1.678 -0.300 -0.421 -0.405 -0.168 0.441 -0.0236
S -3.056 -0.789 -0.991 0.970 0.112 0.110 0.1780
H 1.074 0.474 1.319 0.549 0.923 1.488 0.2585
H 0.927 -1.288 0.984 -0.787 2.467 -1.050 0.2602
H -0.891 1.312 0.427 0.164 -0.450 -0.068 0.2651



(17)
9
Properties=species:S:1:pos:R:3:forces:R:3:nbo_charge:R:1 method="wB97M-V/def2-TZVPD" lumo_ev=0.4 homo_ev=-8.2 smiles="N#CCC1=CS1" de_lowest_ev=2.2047 total_charge=0 largest_force_ev_per_a=5.08
N 2.623 0.243 -0.857 -0.368 0.303 0.542 -0.2901
C 1.817 0.219 -0.033 -1.455 -1.073 0.529 0.2728
C 0.737 -0.079 1.001 -2.102 0.497 -0.991 -0.5042
C -0.844 0.335 0.625 1.433 1.036 1.224 -0.0830
C -1.825 1.116 1.029 2.908 -3.388 -2.429 -0.2393
S -2.191 0.099 -0.550 0.089 0.305 0.496 0.0759
H 0.885 0.528 1.871 0.370 0.464 0.416 0.2562
H 0.772 -1.129 1.377 0.012 0.684 -0.843 0.2713
H -2.271 1.744 1.711 -0.887 1.173 1.054 0.2404



(18)
10
Properties=species:S:1:pos:R:3:forces:R:3:nbo_charge:R:1 method="wB97M-V/def2-TZVPD" lumo_ev="-1.5 / -1.5" homo_ev="-7.5 / -7.5" de_lowest_ev=2.9256 total_charge=0 largest_force_ev_per_a=4.26
C -0.884 0.944 -0.145 -0.112 1.405 2.702 0.2471
C 0.471 -1.131 -0.190 1.133 2.179 0.094 -0.1706
C 1.366 0.910 -0.197 1.662 -3.903 -0.350 0.0472
C -0.858 -0.554 0.148 0.935 0.665 -1.613 -0.6433
N 0.241 1.580 -0.220 -1.851 1.145 -0.463 -0.4978
S 1.064 -2.600 -0.073 -0.086 0.620 -0.328 0.1113
S 2.960 1.058 -0.105 -1.517 0.271 0.065 0.1493
H -1.844 1.617 0.030 1.904 -1.702 -0.979 0.2195
H -0.850 -0.889 1.159 -0.922 0.460 1.222 0.2937
H -1.667 -0.936 -0.408 -1.147 -1.140 -0.351 0.2434



(19)
9
Properties=species:S:1:pos:R:3:forces:R:3:nbo_charge:R:1 method="wB97M-V/def2-TZVPD" lumo_ev="-6.6 / -8.5" homo_ev="-13.9 / -14.4" de_lowest_ev=6.6831 total_charge=+1 largest_force_ev_per_a=4.95
C 1.214 1.393 -0.249 0.727 -0.576 2.165 0.0887
C -3.653 -1.723 -0.238 -3.218 -2.308 1.801 -0.3609
C -2.852 -0.888 -0.537 0.833 0.615 -0.375 0.0799
C -0.057 1.117 -0.663 -4.638 -1.124 -1.330 0.7527
O 2.253 1.308 -1.030 -3.661 -0.831 -2.018 -0.4693
O -1.173 0.884 -0.918 4.410 1.389 0.766 -0.1872
H 1.360 1.447 0.882 -0.450 0.276 -1.498 0.2859
H -4.503 -2.327 0.279 2.143 1.359 -1.331 0.2902
H 2.946 1.615 -0.538 3.854 1.200 1.820 0.5200



(20)
10
Properties=species:S:1:pos:R:3:forces:R:3:nbo_charge:R:1 method="wB97M-V/def2-TZVPD" lumo_ev=3.6 homo_ev=-4.1 smiles="O=C1C=C([O-])[C@H]1S" de_lowest_ev=0.2452 total_charge=-1 largest_force_ev_per_a=3.28
O 2.717 -0.076 -0.144 -2.380 0.415 0.445 -0.7097
C 1.487 0.220 -0.043 2.503 -2.112 0.240 0.4944
C 0.658 1.183 -0.559 -0.554 1.378 1.058 -0.5427
C -0.541 0.711 0.056 -1.358 -1.373 -2.066 0.5191
O -1.773 0.875 -0.111 2.038 0.188 1.144 -0.6714
C 0.263 -0.559 0.576 -0.525 0.559 2.174 -0.5358
S -0.195 -2.082 -0.203 0.056 -0.996 -0.736 -0.0674
H 0.995 2.103 -0.950 -0.097 1.003 -0.878 0.1872
H 0.178 -0.818 1.701 0.488 0.896 -1.528 0.2006
H 0.809 -2.122 -1.105 -0.173 0.041 0.147 0.1258